Record 1
ORCA calculation (ωB97M-V/def2-TZVPD) on C5H10N2O in the gas phase.

Summary:
Total charge   0
LUMO level   0.98 eV
HOMO-LUMO gap   9.1650 eV
SMILES   CN/N=C1/CCCO1
Energy above the lowest of the compared OMol25 structures with the same formula, charge and spin   4.212 eV
E   -381.130662 a.u.
E_HOMO   -0.30083 hartree
Maximum force   6.6 eV/A

Geometry as XYZ:
```
18
Properties=species:S:1:pos:R:3:forces:R:3
C -1.8154 1.7988 -0.5295 0.1 4.0 0.2
N -1.1901 1.0031 -1.5271 -3.2 -1.5 -5.6
N -1.0707 -0.3640 -1.3576 2.9 -2.5 2.6
C -0.0919 -0.6081 -0.5496 -0.4 2.3 -0.2
C 0.6174 -1.8573 0.0158 -0.9 -1.6 -1.3
C 1.1316 -1.2339 1.2940 2.4 0.6 1.6
C 1.5829 0.1963 0.8770 -1.8 -0.1 0.9
O 0.5310 0.6289 -0.0104 -1.1 -2.6 0.3
H -2.6568 1.5139 0.1862 1.0 -0.4 -1.3
H -0.9698 2.2832 0.0782 -1.4 -0.8 -0.5
H -2.1585 2.6587 -1.2308 0.0 -1.0 1.7
H -1.8186 0.8611 -2.4765 1.5 1.8 3.2
H 1.4115 -2.2701 -0.7508 -1.1 1.3 1.6
H -0.0334 -2.8273 0.1779 0.8 2.3 -0.3
H 0.4083 -1.1510 2.1432 0.2 -0.2 -1.0
H 2.0601 -1.6798 1.7287 -0.8 -0.3 -0.4
H 2.3290 0.1484 0.1276 2.1 -0.1 0.4
H 1.7333 0.8991 1.8037 -0.2 -1.1 -2.1
```
Positions in Å, forces in eV/Å.



Record 2
ORCA calculation (ωB97M-V/def2-TZVPD) on CH6N3PS in the gas phase.

Summary:
Total charge   0
LUMO level   0.55 eV
HOMO-LUMO gap   9.2533 eV
SMILES   [H]/N=C/NP(N)S
Energy above the lowest of the compared OMol25 structures with the same formula, charge and spin   2.587 eV
E   -945.455287 a.u.
E_HOMO   -0.31967 hartree
Maximum force   3.4 eV/A

Geometry as XYZ:
```
12
Properties=species:S:1:pos:R:3:forces:R:3
H -0.2796 -1.8227 3.1404 0.0 0.5 -1.6
N -0.5970 -1.3852 2.2395 -0.6 1.1 0.0
C 0.3638 -0.9714 1.5098 -1.7 -0.3 -1.0
N 0.5065 -0.3728 0.2131 0.3 1.4 -0.4
P 0.4476 1.1553 -1.0361 -1.4 -0.9 1.9
N -1.0691 1.9289 -0.9463 -0.3 -0.4 1.1
S 0.0308 0.1438 -2.8131 -1.1 0.5 -0.8
H 1.2906 -1.3217 1.7293 3.2 -0.7 1.1
H 1.5212 -0.2655 0.0985 -0.2 -0.8 0.5
H -1.2218 2.2732 0.0765 -0.2 -0.8 -2.8
H -1.8708 1.4855 -1.4957 1.3 0.9 1.7
H 0.8778 -0.8473 -2.7158 0.7 -0.5 0.3
```
Positions in Å, forces in eV/Å.